Version a
This record from the OMol25 dataset describes an isolated molecule of C6H8N2O3S. The level of theory is ωB97M-V/def2-TZVPD.

Properties
- lowest unoccupied orbital energy (Ha) = 0.0108
- multiplicity = 1
- orbital gap (eV) = 9.0356
- SMILES string = O=c1[nH][nH]c2c1S(=O)(=O)CCC2

Element x y z (Å)
O (3.12, -1.51, -0.25)
C (1.89, -1.52, -0.10)
N (1.01, -2.61, -0.04)
N (-0.26, -2.27, 0.09)
C (-0.23, -0.92, 0.11)
C (1.02, -0.38, 0.05)
S (1.31, 1.65, 0.11)
O (1.70, 2.07, -1.18)
O (2.02, 2.12, 1.23)
C (-0.43, 2.07, 0.29)
C (-1.37, 1.26, -0.47)
C (-1.54, -0.17, 0.19)
H (1.38, -3.59, 0.13)
H (-1.04, -2.85, -0.26)
H (-0.48, 3.20, 0.04)
H (-0.64, 1.96, 1.34)
H (-0.92, 0.85, -1.39)
H (-2.40, 1.64, -0.64)
H (-2.27, -0.73, -0.47)
H (-1.89, -0.27, 1.21)

=====

Version b
This record from the OMol25 dataset describes an isolated molecule of C6H8N2O3S. The level of theory is ωB97M-V/def2-TZVPD.

Properties
- lowest unoccupied orbital energy (Ha) = -0.0243
- multiplicity = 1
- orbital gap (eV) = 7.5771

Element x y z (Å)
C (-2.77, -0.32, -0.11)
C (-2.17, 0.65, -0.92)
C (-2.14, -1.50, 0.15)
C (-0.84, 0.60, -1.09)
C (-0.03, -0.48, -0.28)
C (2.89, 1.33, 0.86)
N (-0.83, -1.64, -0.09)
N (-0.12, 1.29, -2.06)
O (-0.51, 2.35, -2.52)
O (0.96, 0.72, -2.35)
O (2.08, 0.23, 1.38)
S (0.43, 0.35, 1.40)
H (-3.80, -0.11, 0.05)
H (-2.74, 1.48, -1.26)
H (-2.46, -2.35, 0.79)
H (1.01, -0.57, -0.68)
H (3.84, 1.13, 1.36)
H (2.43, 2.18, 1.37)
H (2.98, 1.52, -0.23)
H (-0.41, -2.55, 0.20)

=====

Stability check: which of them is least stable? version b.